No. 1
# C23H19MoN7O10S3

A structure of composition C23H19MoN7O10S3 (ωB97M-V/def2-TZVPD, the Open Molecules 2025 dataset).

```
63
Properties=species:S:1:pos:R:3:forces:R:3
Mo -0.1028 0.9546 -1.2895 -0.05 -0.18 -0.43
O 7.1740 -1.6848 -1.1356 -0.01 0.00 0.01
C 6.8992 -0.4143 -0.8035 0.03 0.01 -0.04
O 7.7698 0.3966 -0.7006 -0.03 -0.01 0.01
C 5.4522 -0.0381 -0.5786 0.03 0.01 0.02
C 4.4317 -0.9509 -0.3345 -0.07 0.01 0.00
C 3.1319 -0.5163 -0.1121 0.19 0.06 -0.07
C 2.8782 0.8475 -0.1184 0.14 -0.04 -0.01
C 3.8824 1.7798 -0.3547 0.16 -0.13 -0.02
C 5.1715 1.3246 -0.5804 -0.03 0.06 0.00
N 1.5527 1.3069 0.1446 -0.54 -0.02 -0.09
C 1.3285 2.0912 1.1214 0.21 -0.02 0.11
C -0.0261 2.5330 1.3789 -0.14 0.12 0.09
C -0.3423 3.3336 2.4528 -0.03 -0.02 -0.04
C -1.6835 3.6346 2.6805 0.05 0.01 0.03
C -2.6326 3.1016 1.8353 -0.04 -0.05 -0.08
C -2.2260 2.3143 0.7613 -0.08 0.06 0.04
N -0.9481 2.0449 0.5273 0.09 0.10 0.06
H 6.3791 -2.2104 -1.2750 -0.01 -0.02 0.02
H 4.6240 -2.0154 -0.2712 0.03 0.01 -0.01
H 2.3527 -1.2340 0.1035 -0.06 0.02 0.02
H 3.6688 2.8422 -0.3590 -0.07 -0.01 0.02
H 5.9881 2.0151 -0.7456 -0.01 0.00 0.01
H 2.1263 2.4011 1.7922 0.04 -0.05 -0.05
H 0.4393 3.7048 3.1013 0.00 0.00 0.00
H -1.9703 4.2678 3.5089 -0.01 0.00 0.00
H -3.6865 3.2965 1.9739 0.00 0.00 0.01
H -2.9504 1.9093 0.0686 0.00 0.00 -0.01
N -5.4171 -3.5587 3.2606 -0.03 -0.01 0.00
C -4.2580 -3.0498 2.8051 0.10 0.02 -0.04
C -3.2921 -3.8868 2.2035 -0.09 0.04 0.05
C -2.1132 -3.3673 1.7396 0.10 0.00 -0.04
C -1.8598 -1.9961 1.8624 0.00 -0.07 -0.02
C -2.7994 -1.1549 2.4696 0.07 0.11 -0.01
C -3.9838 -1.6680 2.9260 -0.04 -0.07 0.01
S -0.3525 -1.3613 1.3585 -0.11 0.07 -0.40
O 0.5969 -2.3925 1.0961 0.02 0.00 0.07
O -0.0100 -0.2048 2.1222 0.05 0.12 0.11
N -0.6555 -0.6621 -0.2412 0.19 -0.08 0.73
C -1.0952 -1.4680 -1.2639 -0.13 -0.33 0.07
N -1.2095 -0.6850 -2.3409 -0.12 0.19 0.01
C -1.5586 -1.2309 -3.5085 0.02 0.08 0.03
C -1.8625 -2.5752 -3.5496 0.00 0.11 -0.13
C -1.7421 -3.2954 -2.3655 -0.01 -0.07 0.09
N -1.3359 -2.7571 -1.2146 0.03 0.06 -0.09
H -5.5912 -4.5474 3.2386 -0.01 -0.01 0.01
H -6.0812 -2.9833 3.7463 -0.01 0.00 0.01
H -3.4830 -4.9495 2.1291 0.01 0.00 0.00
H -1.3649 -4.0077 1.2948 -0.02 -0.01 0.00
H -2.5697 -0.1052 2.6077 -0.03 -0.02 0.00
H -4.7064 -1.0250 3.4112 0.00 0.01 0.00
H -1.6230 -0.5830 -4.3734 0.01 0.03 0.02
H -2.1894 -3.0373 -4.4685 -0.01 -0.04 0.02
H -1.9708 -4.3543 -2.3358 0.00 0.00 -0.03
O 1.1079 1.8413 -4.6208 -0.45 -0.20 -0.02
N 1.9879 1.8379 -3.9394 0.51 0.83 -0.62
O 2.9765 2.0003 -3.4542 0.14 -0.15 0.34
O 1.1193 0.5685 -2.3820 -0.04 -0.43 0.27
O 0.5415 2.9546 -1.5780 -0.01 0.06 0.05
S -0.6158 3.7649 -2.1952 -0.27 -0.03 -0.07
O -1.2564 4.5917 -1.2344 0.09 0.03 0.03
O -0.2468 4.2680 -3.4761 0.23 0.00 0.02
S -1.7680 2.0438 -2.5210 0.02 -0.18 -0.03
```
Forces are in eV/Å.

Output
Calculated total energy: -89408.5515 eV
Net charge: +2
Energy above the lowest of the compared OMol25 structures with the same formula, charge and spin: 0.00 kJ/mol
LUMO energy: -8.60 eV
Frontier orbital gap: 4.582 eV
Highest occupied orbital energy: -13.19 eV
Max |F|: 1.153 eV/Å



No. 2
# C23H19N13O4Pm

A structure of composition C23H19N13O4Pm (ωB97M-V/def2-TZVPD, the Open Molecules 2025 dataset).

```
60
Properties=species:S:1:pos:R:3:forces:R:3
Pm -0.2705 0.0048 -0.1813 -1.04 0.25 1.10
O 0.4929 1.9770 -0.7178 0.42 0.39 -0.71
C 1.3026 2.1580 -1.7506 -0.10 -0.03 0.48
C 1.0417 3.1761 -2.6776 0.00 0.13 -0.07
C 1.8500 3.3714 -3.7762 0.05 0.01 -0.04
C 2.9769 2.5745 -3.9927 -0.09 0.02 0.07
C 3.2558 1.5761 -3.0849 0.04 0.04 -0.05
C 2.4413 1.3417 -1.9717 0.28 -0.37 0.10
C 2.8018 0.2058 -1.1209 0.12 0.34 -0.19
N 2.0357 -0.2278 -0.2003 0.62 -0.40 0.34
N 2.3988 -1.3561 0.5306 0.22 0.11 -0.16
C 1.5301 -1.5950 1.4826 0.12 -0.04 0.09
O 0.4932 -0.8757 1.7857 0.64 -0.42 0.08
C 1.7519 -2.8683 2.2359 -0.14 0.16 0.12
C 0.9075 -3.1600 3.3003 0.02 -0.12 0.13
C 1.0476 -4.3513 4.0024 0.02 0.07 -0.07
C 2.0318 -5.2584 3.6354 -0.01 0.02 -0.01
C 2.8791 -4.9674 2.5714 -0.03 0.01 0.02
C 2.7440 -3.7770 1.8753 -0.01 -0.04 -0.02
H 0.1650 3.7879 -2.5073 0.00 0.00 -0.02
H 1.5974 4.1515 -4.4848 0.01 0.00 0.00
H 3.6047 2.7252 -4.8601 0.00 0.00 0.00
H 4.1145 0.9298 -3.2373 -0.02 0.02 0.00
H 3.7543 -0.2971 -1.3000 0.02 0.03 -0.02
H 0.1460 -2.4385 3.5656 -0.01 -0.01 0.00
H 0.3872 -4.5702 4.8323 0.00 0.00 0.00
H 2.1384 -6.1919 4.1741 0.00 0.00 0.00
H 3.6438 -5.6763 2.2794 -0.01 0.00 0.00
H 3.3904 -3.5419 1.0410 -0.02 0.00 0.01
N -3.1592 0.2810 -2.6478 0.20 0.07 0.15
C -1.8937 0.0187 -3.1341 -0.51 -0.04 0.03
N -1.5367 0.1767 -4.3960 0.43 -0.11 -0.13
N -0.2431 -0.2340 -4.4245 -0.40 0.00 -0.07
N 0.1349 -0.6143 -3.2529 -0.19 -0.04 -0.09
N -0.9089 -0.4780 -2.3920 0.10 -0.07 -0.68
C -3.5037 0.1857 -1.3075 -0.06 -0.01 -0.58
N -4.7425 0.1091 -0.8710 -0.09 -0.05 0.51
N -4.6043 0.0178 0.4813 -0.01 0.03 -0.24
N -3.3607 0.0368 0.8115 -0.20 0.04 -0.30
N -2.6177 0.1577 -0.3225 -0.52 0.03 0.27
H -3.8873 0.4795 -3.3093 0.00 -0.01 -0.01
O 0.1396 -3.3355 -5.1093 -0.08 0.06 0.16
C -0.6490 -4.2095 -4.3491 0.00 0.07 -0.03
N 0.1445 -5.2708 -3.7664 0.23 0.04 -0.05
C 0.4481 -5.5454 -2.4733 -0.22 -0.23 0.09
O 1.1345 -6.5073 -2.1687 0.10 0.02 -0.05
C -0.1809 -4.7173 -1.3957 -0.03 -0.09 0.05
C -0.8815 -5.3658 -0.3845 -0.01 -0.02 0.01
C -1.4566 -4.6157 0.6227 0.02 0.03 0.03
C -1.2803 -3.2399 0.6069 0.04 0.00 -0.01
N -0.5637 -2.6221 -0.3287 0.00 -0.06 -0.06
C -0.0339 -3.3482 -1.3142 0.11 0.17 0.01
H 0.1368 -2.4582 -4.6966 0.15 0.09 -0.13
H -1.3772 -4.6694 -5.0182 -0.03 -0.04 -0.04
H -1.1893 -3.6904 -3.5587 -0.02 -0.05 0.03
H 0.6633 -5.8462 -4.4164 -0.07 0.01 0.01
H -0.9607 -6.4454 -0.4021 0.00 0.01 0.00
H -2.0152 -5.0767 1.4254 -0.01 -0.01 -0.03
H -1.7114 -2.6058 1.3739 0.01 -0.03 0.01
H 0.5512 -2.8025 -2.0470 -0.03 0.02 -0.05
```
Forces are in eV/Å.

Output
Calculated total energy: -68280.2050 eV
Net charge: -1
Energy above the lowest of the compared OMol25 structures with the same formula, charge and spin: 0.00 kJ/mol
2S+1: 5
LUMO energy (spin up / spin down): 2.41 / 2.41 eV
Frontier orbital gap (spin up / spin down): 7.900 / 7.914 eV
Highest occupied orbital energy (spin up / spin down): -5.49 / -5.50 eV
Max |F|: 1.538 eV/Å



No. 3
# C23H20AgN7O5S

A structure of composition C23H20AgN7O5S (ωB97M-V/def2-TZVPD, the Open Molecules 2025 dataset).

```
57
Properties=species:S:1:pos:R:3:forces:R:3
Ag -0.4173 0.7374 0.1872 -0.01 0.88 -0.56
N -0.8534 -3.3867 7.9667 -0.01 -0.19 0.23
C -1.1066 -2.5393 6.8749 0.01 0.22 -0.20
C -2.1476 -2.8225 5.9901 0.05 0.09 0.11
C -2.4002 -1.9823 4.9219 -0.04 0.05 0.08
C -1.6229 -0.8572 4.7244 -0.08 0.41 -0.36
C -0.6105 -0.5502 5.6114 -0.12 0.05 -0.07
C -0.3519 -1.3834 6.6877 -0.08 -0.20 0.06
S -1.8573 0.1872 3.2579 -0.26 0.33 0.89
O -3.0124 -0.3075 2.5553 -0.03 -0.23 0.02
O -1.9426 1.5350 3.7722 0.33 -0.10 -0.09
N -0.4956 0.0482 2.4116 -0.71 1.30 0.78
C -0.2398 -1.1689 1.9656 0.55 -1.57 -0.03
N 0.6673 -1.2490 0.9610 0.26 -0.21 0.16
C 0.8648 -2.4264 0.4159 -0.11 -0.24 0.12
C 0.2040 -3.5749 0.8534 0.16 -0.05 -0.13
C -0.6336 -3.4062 1.9394 0.05 -0.02 -0.01
N -0.8368 -2.2394 2.5198 0.00 -0.42 -0.35
H -1.1399 -4.3424 7.7972 0.14 0.13 0.05
H 0.1009 -3.3368 8.2963 -0.11 -0.09 -0.07
H -2.7441 -3.7132 6.1461 -0.07 -0.05 -0.02
H -3.1775 -2.1885 4.2045 -0.10 -0.11 -0.10
H -0.0299 0.3420 5.4377 0.15 0.10 0.03
H 0.4420 -1.1520 7.3867 0.08 0.04 0.03
H 1.5732 -2.4505 -0.4036 0.00 -0.02 -0.11
H 0.3482 -4.5323 0.3773 -0.01 -0.05 -0.03
H -1.1777 -4.2397 2.3792 0.07 -0.10 -0.05
C 3.8071 3.1350 -6.8648 -0.05 0.03 0.10
C 3.1430 2.6491 -5.6059 0.07 -0.01 -0.06
C 3.8505 1.9281 -4.6568 -0.08 0.04 -0.09
C 3.2403 1.4827 -3.4905 -0.09 0.05 0.06
C 4.0018 0.6764 -2.4808 -0.04 -0.02 -0.04
C 1.8993 1.7803 -3.2659 -0.06 -0.04 0.06
C 1.1683 2.4945 -4.2164 0.12 0.02 -0.02
C -0.2769 2.7872 -3.9637 -0.03 0.04 0.05
C 1.8022 2.9246 -5.3727 0.08 -0.05 0.05
C 1.1954 1.3280 -1.9902 0.45 0.18 -0.39
O 0.7789 0.1607 -1.9641 -0.08 -0.55 -0.21
O 1.0951 2.1811 -1.0834 -0.04 0.36 0.22
H 4.7728 2.6524 -7.0030 0.08 -0.01 -0.06
H 3.9678 4.2140 -6.8244 0.04 0.06 -0.07
H 3.1826 2.9217 -7.7318 0.02 0.02 -0.12
H 4.8981 1.7085 -4.8307 0.09 -0.05 0.00
H 5.0751 0.7091 -2.6747 0.02 0.01 0.04
H 3.6672 -0.3606 -2.5101 0.01 -0.08 0.05
H 3.7932 1.0493 -1.4807 0.07 -0.01 0.15
H -0.8090 1.8676 -3.7239 -0.12 -0.03 0.01
H -0.7410 3.2656 -4.8263 -0.04 0.00 0.00
H -0.3708 3.4333 -3.0918 -0.10 0.05 0.05
H 1.2459 3.4953 -6.1071 -0.11 0.02 -0.08
O -2.4193 1.2576 -0.8539 -1.47 -0.95 -0.54
N -3.0383 0.2582 -1.3673 0.86 0.67 0.41
C -4.3708 0.2403 -1.3641 0.71 0.32 0.17
C -5.2592 1.2040 -0.8547 -0.23 1.31 0.50
N -6.0171 1.9997 -0.4999 0.06 -0.17 0.00
C -5.0338 -0.8136 -2.0017 -0.28 -1.10 -0.69
N -5.6511 -1.6303 -2.5368 0.06 -0.02 0.05
```
Forces are in eV/Å.

Output
Calculated total energy: -59678.4310 eV
Net charge: -2
LUMO energy: 4.21 eV
Frontier orbital gap: 6.737 eV
Highest occupied orbital energy: -2.53 eV
Max |F|: 1.834 eV/Å



The highest calculated total energy belongs to which entry? C23H20AgN7O5S



Among the records above, which one has the lowest net charge? C23H20AgN7O5S



Which of these has the lowest max |F|? C23H19MoN7O10S3



The lowest max |F| belongs to which entry? C23H19MoN7O10S3